(1)
A cluster of 2 separate species, C21H44BBrClFN3O7 in total, computed with wB97M-V/def2-TZVPD.

Values from the calculation:
Kohn-Sham gap in eV: 6.87
HOMO energy in eV: -10.83
E_LUMO in Eh: -0.1456

Geometry as ORCA input:
```
! RIJCOSX wB97M-V def2-TZVPD def2/J DEFGRID3
* xyz 1 1
C 3.73303 3.41273 4.10448
O 4.65206 2.56749 3.44771
C 4.08358 1.56458 2.64130
C 3.96972 1.96041 1.16583
C 4.24574 0.79587 0.21262
C 3.24558 0.72715 -0.97326
C 2.17580 -0.34067 -0.76220
C 1.27615 0.15231 0.38978
C -0.00633 -0.64681 0.58149
C -0.69335 -0.22539 1.88850
F -0.20778 1.00917 2.29965
N -2.13535 -0.00589 1.67063
C -2.64534 0.42776 2.88750
N -2.95687 1.67085 3.04041
Br -3.55122 2.22250 4.70598
C -2.82518 2.60338 1.89027
C -2.90729 4.07061 2.24552
C -1.54517 4.63328 2.58811
Cl -0.58530 4.80725 1.07766
N -2.75975 -0.47802 3.90991
C -1.77635 -1.58832 3.77644
C -0.47073 -1.16971 3.08204
O 0.25109 -2.33753 2.75018
B 1.40022 -2.49298 3.52787
O 1.25217 -2.72726 4.87799
O 2.64493 -2.50901 2.97781
H 4.09036 3.57587 5.11506
H 2.73575 2.98044 4.17836
H 3.66168 4.39031 3.63089
H 4.72720 0.69342 2.73451
H 3.09237 1.26729 2.99733
H 2.96429 2.33785 1.02796
H 4.61801 2.80446 0.97806
H 4.09566 -0.12502 0.77195
H 5.26671 0.80701 -0.13933
H 3.76136 0.58677 -1.91549
H 2.76615 1.69886 -1.02370
H 2.64435 -1.25525 -0.41056
H 1.59828 -0.49396 -1.66460
H 1.03830 1.17553 0.15290
H 1.88961 0.09961 1.27697
H -0.67457 -0.34881 -0.21933
H 0.13245 -1.71396 0.48649
H -2.57078 -0.88583 1.40789
H -3.60172 2.35458 1.18043
H -1.89540 2.44297 1.37530
H -3.64648 4.31592 2.99744
H -3.21970 4.57639 1.34242
H -1.62478 5.62457 2.99772
H -0.96565 3.96999 3.21479
H -3.69361 -0.88354 3.91901
H -1.48333 -1.90153 4.76637
H -2.17769 -2.47354 3.28911
H 0.09235 -0.60570 3.82581
H 1.63830 -1.99917 5.39057
H 2.93552 -1.66054 2.60999
C -0.65544 -4.89943 -5.08620
O -1.67405 -3.92576 -4.96113
C -1.93999 -3.49664 -3.64227
C -2.03596 -1.98648 -3.52987
O -0.82828 -1.26454 -3.72045
C -0.22644 -1.26215 -5.01095
C -1.00025 -0.55884 -6.10797
O -2.18139 -1.25016 -6.46938
C -3.33741 -0.44658 -6.58690
H -1.07319 -5.90724 -5.00652
H -0.20445 -4.78406 -6.07172
H 0.12821 -4.76910 -4.33396
H -1.17923 -3.86393 -2.94471
H -2.90972 -3.91622 -3.34257
H -2.32777 -1.76749 -2.49693
H -2.83278 -1.59221 -4.16182
H 0.05849 -2.27038 -5.31186
H 0.70640 -0.70748 -4.87878
H -0.35404 -0.51143 -6.99311
H -1.22281 0.46665 -5.79450
H -3.33297 0.38126 -5.87085
H -4.20234 -1.07567 -6.37397
H -3.43367 -0.05084 -7.60217
*
```

Charges per atom according to Mulliken partitioning, unit e:
1 C -0.570
2 O -0.464
3 C -0.298
4 C -0.485
5 C -0.468
6 C -1.237
7 C -0.752
8 C 0.307
9 C -1.811
10 C 1.946
11 F -0.500
12 N -0.410
13 C 0.386
14 N -0.122
15 Br 0.121
16 C 0.292
17 C -1.357
18 C -0.327
19 Cl -0.191
20 N -0.291
21 C -1.531
22 C 0.228
23 O -0.522
24 B 0.705
25 O -0.552
26 O -0.549
27 H 0.274
28 H 0.159
29 H 0.275
30 H 0.241
31 H 0.116
32 H 0.173
33 H 0.665
34 H 0.190
35 H 0.497
36 H 0.378
37 H 0.508
38 H 0.413
39 H 0.219
40 H 0.421
41 H -0.408
42 H 0.494
43 H 0.463
44 H 0.364
45 H 0.266
46 H 0.097
47 H 0.463
48 H 0.399
49 H 0.406
50 H 0.207
51 H 0.272
52 H 0.378
53 H 0.405
54 H 0.425
55 H 0.335
56 H 0.359
57 C -0.786
58 O -0.288
59 C -0.588
60 C -0.238
61 O -0.314
62 C -0.357
63 C -0.583
64 O -0.297
65 C -0.806
66 H 0.289
67 H 0.247
68 H 0.359
69 H 0.342
70 H 0.386
71 H 0.326
72 H 0.114
73 H 0.160
74 H 0.385
75 H 0.394
76 H 0.348
77 H 0.380
78 H 0.239
79 H 0.290


(2)
A structure of composition C2H6N2O3P, computed with wB97M-V/def2-TZVPD.

Values from the calculation:
ΔE to the lowest compared entry with this formula, charge and spin in eV: 6.052
Kohn-Sham gap in eV: 9.00
HOMO energy in eV: -5.00
E_LUMO in Eh: 0.1470

Geometry as ORCA input:
```
! RIJCOSX wB97M-V def2-TZVPD def2/J DEFGRID3
* xyz -1 1
C 0.88693 0.31219 -1.21747
C -0.52360 -0.09752 -1.19585
N 0.50103 -1.06264 -1.26983
N 0.59378 -0.15962 1.91622
O -2.09146 -0.32374 1.78861
O -0.78694 1.84776 1.11971
O 0.72437 -1.96086 -0.28996
P -0.83117 0.36509 1.49523
H 1.21849 0.82194 -2.10677
H 1.30718 0.75485 -0.22448
H -1.00241 0.19616 -0.16269
H -1.28855 0.01801 -1.97238
H 0.22908 -1.42962 0.44645
H 1.06328 0.71801 1.67321
*
```

Charges per atom according to Mulliken partitioning, unit e:
1 C -0.026
2 C -0.169
3 N -0.345
4 N -0.776
5 O -0.674
6 O -0.679
7 O -0.368
8 P 0.683
9 H 0.264
10 H 0.016
11 H 0.111
12 H 0.286
13 H 0.373
14 H 0.304


(3)
An isolated molecule of C6H9N, computed with wB97M-V/def2-TZVPD.

Values from the calculation:
ΔE to the lowest compared entry with this formula, charge and spin in eV: 1.356
Kohn-Sham gap in eV: 8.90
HOMO energy in eV: -7.85
SMILES: Cc1c[nH]c(C)c1
E_LUMO in Eh: 0.0385

Geometry as ORCA input:
```
! RIJCOSX wB97M-V def2-TZVPD def2/J DEFGRID3
* xyz 0 1
C -0.89107 2.43972 -0.21422
C -0.62132 0.98845 -0.15041
C -1.40979 -0.13213 -0.13763
N -0.55134 -1.16473 0.20929
C 0.79206 -0.80114 0.08844
C 1.75129 -1.94264 0.13389
C 0.75908 0.57636 0.04754
H -0.58433 2.94650 0.70070
H -0.55237 2.86542 -1.16190
H -1.98224 2.62225 -0.15969
H -2.31615 -0.44629 -0.63448
H -0.76081 -2.07519 0.55614
H 1.57679 -2.46322 1.08460
H 1.87400 -2.56874 -0.74704
H 2.76046 -1.52186 0.24421
H 1.41206 1.43158 0.13997
*
```

Charges per atom according to Mulliken partitioning, unit e:
1 C -1.301
2 C 0.737
3 C -0.582
4 N -0.087
5 C 0.099
6 C -1.167
7 C -0.455
8 H 0.332
9 H 0.291
10 H 0.324
11 H 0.315
12 H 0.194
13 H 0.330
14 H 0.276
15 H 0.306
16 H 0.387


(4)
The ion C6H14N3 with charge +1, computed with wB97M-V/def2-TZVPD.

Values from the calculation:
ΔE to the lowest compared entry with this formula, charge and spin in eV: 2.845
Kohn-Sham gap (spin up / spin down) in eV: 7.67 / 6.71
HOMO energy (spin up / spin down) in eV: -10.46 / -14.00
⟨S²⟩: 2.008
E_LUMO (spin up / spin down) in Eh: -0.1026 / -0.2677

Geometry as ORCA input:
```
! RIJCOSX wB97M-V def2-TZVPD def2/J DEFGRID3
* xyz 1 3
C -0.07412 -1.05887 -1.76792
C 0.32652 1.18816 -0.15154
C 1.78244 1.42915 -0.36791
C -1.98060 1.97517 -0.13702
C -0.29426 -0.32043 1.77147
C 0.53816 -2.48845 0.06679
N -0.55270 2.08395 -0.26061
N -0.02398 -0.13224 0.35866
N 0.10396 -1.26843 -0.55599
H -0.33001 -0.07640 -2.23732
H 0.20824 -1.86296 -2.51398
H 1.98741 2.46371 -0.54168
H 2.08542 0.61292 -1.12415
H 2.31216 1.20521 0.55840
H -2.29820 0.88853 -0.02241
H -2.28798 2.42691 -1.11732
H -2.20068 2.48200 0.84471
H 0.57976 -0.71673 2.36338
H -0.60725 0.58740 2.29479
H -0.99742 -1.01192 1.84477
H -0.26428 -2.82518 0.69272
H 1.46144 -2.33964 0.67217
H 0.52598 -3.24187 -0.67001
*
```

Charges per atom according to Mulliken partitioning, unit e:
1 C -0.435
2 C 0.403
3 C -1.115
4 C -0.802
5 C -0.930
6 C -1.049
7 N -0.445
8 N 0.550
9 N 0.044
10 H 0.418
11 H 0.203
12 H 0.411
13 H 0.283
14 H 0.316
15 H 0.257
16 H 0.334
17 H 0.329
18 H 0.366
19 H 0.357
20 H 0.440
21 H 0.396
22 H 0.293
23 H 0.376


(5)
An isolated molecule of C3H2N2O2S, computed with wB97M-V/def2-TZVPD.

Values from the calculation:
ΔE to the lowest compared entry with this formula, charge and spin in eV: 4.941
Kohn-Sham gap (spin up / spin down) in eV: 7.40 / 7.40
HOMO energy (spin up / spin down) in eV: -9.58 / -9.57
E_LUMO (spin up / spin down) in Eh: -0.0800 / -0.0801

Geometry as ORCA input:
```
! RIJCOSX wB97M-V def2-TZVPD def2/J DEFGRID3
* xyz 0 1
C 0.23199 -1.46707 -0.15962
C -0.30539 -2.20430 0.97664
C -0.21092 -0.03354 0.09918
N -0.92667 -1.18672 1.88912
N -0.86554 -0.06311 1.41202
O 0.97569 -2.01123 -0.94963
O -0.89638 -3.74628 2.90533
S -0.27744 -3.78856 1.58756
H 0.65126 0.82792 0.35824
H -0.81103 0.33318 -0.72088
*
```

Charges per atom according to Mulliken partitioning, unit e:
1 C 0.699
2 C 0.088
3 C -0.335
4 N 0.015
5 N -0.430
6 O -0.548
7 O -0.415
8 S 0.380
9 H 0.251
10 H 0.295


(6)
A cluster of 2 separate species, C2H2Br3N in total, computed with wB97M-V/def2-TZVPD.

Values from the calculation:
ΔE to the lowest compared entry with this formula, charge and spin in eV: 3.268
Kohn-Sham gap (spin up / spin down) in eV: 7.74 / 7.10
HOMO energy (spin up / spin down) in eV: -8.29 / -7.95
E_LUMO (spin up / spin down) in Eh: -0.0202 / -0.0314

Geometry as ORCA input:
```
! RIJCOSX wB97M-V def2-TZVPD def2/J DEFGRID3
* xyz 0 1
C -1.36940 -0.29958 -0.08524
C 1.15882 -0.28872 0.25989
N -1.51098 0.87177 -0.30103
Br 1.54139 1.14740 -1.11421
Br 1.93729 -2.05039 -0.11503
Br 1.00326 0.39862 2.01701
H -2.04268 -1.11483 0.12688
H -0.71768 1.33571 -0.78827
*
```

Charges per atom according to Mulliken partitioning, unit e:
1 C 0.053
2 C -0.214
3 N -0.337
4 Br -0.090
5 Br -0.042
6 Br 0.041
7 H 0.294
8 H 0.295


(7)
A structure of composition C9H24AlF3N4O8PS2, computed with wB97M-V/def2-TZVPD.

Values from the calculation:
Kohn-Sham gap (spin up / spin down) in eV: 7.55 / 3.32
HOMO energy (spin up / spin down) in eV: -8.71 / -8.70
⟨S²⟩: 0.763
E_LUMO (spin up / spin down) in Eh: -0.0426 / -0.1980

Geometry as ORCA input:
```
! RIJCOSX wB97M-V def2-TZVPD def2/J DEFGRID3
* xyz 0 2
Al 1.99319 -2.58926 1.47769
N 0.01602 -3.99020 0.00833
S -0.96657 -5.05921 0.37280
O -0.61309 -6.45347 0.02479
O -2.37849 -4.73034 0.57277
F -0.41235 -4.98608 1.87268
S -0.46818 -3.91271 -1.64850
O -1.86713 -3.90090 -2.05992
O 0.56454 -4.44131 -2.59838
F -0.20360 -2.28560 -1.76466
F 2.07941 -0.94625 3.85197
O 0.25720 -0.57303 0.22636
P -0.85890 0.38937 -0.11564
N -0.73444 1.95526 0.50672
C -1.39346 3.10984 -0.13334
C 0.36811 2.25833 1.38507
N -2.40611 -0.12532 0.52258
C -2.64170 -1.56125 0.73033
C -3.50555 0.79714 0.78439
N -1.10365 0.66599 -1.80888
C -2.19191 -0.04036 -2.53952
C -0.19100 1.41527 -2.57138
H -1.54227 3.91981 0.58074
H -2.30083 2.94368 -0.71401
H -0.68241 3.48727 -0.86822
H 0.14689 1.97781 2.41486
H 0.72952 3.28590 1.42508
H 1.29126 1.68940 1.27460
H -3.61696 -1.85372 0.34119
H -1.91288 -2.12220 0.14530
H -2.42791 -1.77525 1.77751
H -3.17669 1.63212 1.40310
H -3.74623 1.15994 -0.21489
H -4.41401 0.35239 1.19059
H -3.09036 0.57517 -2.49484
H -1.83221 -0.27445 -3.54147
H -2.40492 -0.99958 -2.06770
H 0.58352 0.79753 -3.02593
H 0.28394 2.18440 -1.96229
H -0.73934 1.94011 -3.35365
C 3.21945 1.67843 -1.39695
O 3.90018 1.98722 -0.17368
C 3.93566 1.05143 0.84152
O 3.38575 -0.07641 0.85911
O 4.48998 1.73435 1.85213
C 4.40755 1.31276 3.17337
H 2.74146 2.61726 -1.67664
H 2.45470 0.90613 -1.31430
H 3.95703 1.37501 -2.13993
H 5.03532 1.77783 3.93345
H 4.62382 0.24520 3.21395
H 3.35863 1.47457 3.42170
*
```

Charges per atom according to Mulliken partitioning, unit e:
1 Al 1.137
2 N 0.052
3 S 0.957
4 O -0.620
5 O -0.542
6 F -0.333
7 S 0.800
8 O -0.489
9 O -0.615
10 F -0.136
11 F -0.177
12 O -0.552
13 P -0.327
14 N 0.484
15 C -1.098
16 C -0.938
17 N 0.325
18 C -0.672
19 C -0.965
20 N 0.616
21 C -1.121
22 C -1.019
23 H 0.394
24 H 0.297
25 H 0.455
26 H 0.401
27 H 0.406
28 H -0.004
29 H 0.457
30 H -0.196
31 H 0.393
32 H 0.237
33 H 0.280
34 H 0.375
35 H 0.287
36 H 0.457
37 H 0.256
38 H 0.289
39 H 0.091
40 H 0.409
41 C -0.412
42 O -0.328
43 C 0.633
44 O -0.481
45 O -0.326
46 C -0.556
47 H 0.243
48 H 0.037
49 H 0.369
50 H 0.262
51 H 0.285
52 H 0.220


(8)
A cluster of 3 separate species, C18H22F2INO3 in total, computed with wB97M-V/def2-TZVPD.

Values from the calculation:
Kohn-Sham gap in eV: 9.32
HOMO energy in eV: -9.00
SMILES: C[C@@H](I)COC(=O)OCCN.Fc1ccccc1.Fc1ccccc1
E_LUMO in Eh: 0.0117

Geometry as ORCA input:
```
! RIJCOSX wB97M-V def2-TZVPD def2/J DEFGRID3
* xyz 0 1
C 2.81440 -3.83647 -2.15725
C 2.00563 -2.65588 -2.70447
I 0.42303 -3.36990 -3.96711
C 1.44808 -1.84142 -1.54597
O 0.49464 -0.82710 -1.87609
C 0.94436 0.45444 -1.86823
O 0.48392 1.26543 -1.11857
O 1.95068 0.73667 -2.71090
C 1.76734 0.36263 -4.09549
C 3.10802 0.09781 -4.77083
N 3.60851 1.30253 -5.43340
H 2.16348 -4.66491 -1.88115
H 3.37652 -3.50491 -1.27721
H 3.53922 -4.17738 -2.89889
H 2.63224 -2.04770 -3.35360
H 2.28558 -1.39914 -0.99471
H 0.92444 -2.52695 -0.87080
H 1.10482 -0.50413 -4.15588
H 1.26871 1.20554 -4.58744
H 2.98778 -0.76197 -5.44290
H 3.82773 -0.15779 -3.98631
H 4.48996 1.10728 -5.89187
H 2.95708 1.62916 -6.13592
F -1.41704 -1.75794 2.47739
C -0.53444 -0.79882 2.82555
C -0.31426 -0.55299 4.16641
C 0.59175 0.43796 4.51730
C 1.25088 1.16529 3.53511
C 1.00728 0.89890 2.19411
C 0.11132 -0.09535 1.82879
H -0.84761 -1.12599 4.91320
H 0.77865 0.64440 5.56284
H 1.94906 1.94271 3.81476
H 1.50354 1.47202 1.42271
H -0.10311 -0.30677 0.79054
F -6.77913 2.66965 4.23013
C -5.65899 2.25740 3.59892
C -5.69114 2.08604 2.22992
C -4.53606 1.66301 1.58759
C -3.37932 1.41713 2.31404
C -3.37479 1.59802 3.68984
C -4.52206 2.02274 4.34513
H -6.60524 2.28079 1.68555
H -4.54068 1.52561 0.51461
H -2.48067 1.08994 1.80896
H -2.47241 1.40679 4.25555
H -4.54168 2.17364 5.41603
*
```

Charges per atom according to Mulliken partitioning, unit e:
1 C -1.281
2 C 0.096
3 I 0.106
4 C -0.596
5 O -0.298
6 C 0.660
7 O -0.561
8 O -0.336
9 C -0.163
10 C -0.605
11 N -0.622
12 H 0.393
13 H 0.362
14 H 0.374
15 H 0.000
16 H 0.422
17 H 0.399
18 H 0.197
19 H 0.393
20 H 0.319
21 H 0.319
22 H 0.232
23 H 0.217
24 F -0.367
25 C 0.230
26 C -0.517
27 C -0.319
28 C -0.618
29 C -0.290
30 C -0.477
31 H 0.454
32 H 0.392
33 H 0.404
34 H 0.407
35 H 0.666
36 F -0.324
37 C 0.312
38 C -0.459
39 C -0.434
40 C -0.314
41 C -0.161
42 C -0.560
43 H 0.417
44 H 0.376
45 H 0.414
46 H 0.316
47 H 0.422